Density functional theory data (ωB97M-V/def2-TZVPD) for a structure of composition C25H47Br2CrNO3Si2 at a distorted geometry.

Values from the calculation:
Gap between HOMO and LUMO (spin up / spin down) in eV: 5.538 / 7.071
Multiplicity: 5
HOMO (spin up / spin down) in hartree: -0.2239 / -0.2810
Charge: 0

Each line ends with the Löwdin spin population.
Positions of all 81 atoms, in Å:
Br  0.1420  1.5563  8.5349  0.003
Br  1.0117  -3.3157  5.7542  0.007
Cr  0.2191  -0.1735  1.8001  3.617
Si  3.4853  0.7907  2.1362  0.017
Si  0.5154  1.7765  -4.0814  0.000
O  -2.6204  -0.5494  -3.6073  0.000
O  0.3365  -1.4403  3.2985  0.018
O  -0.5433  -1.6225  0.3830  0.039
N  -0.2361  1.0741  3.2429  0.008
C  0.0675  0.5885  6.8954  0.027
C  4.1183  2.1425  0.9804  0.002
C  2.1809  -0.2426  1.2199  0.027
C  2.9706  1.5923  3.7693  0.003
C  -1.6743  -2.3262  1.0101  0.008
C  -2.5585  -1.6009  -4.5782  0.000
C  0.1652  -0.8854  4.4690  0.002
C  0.4211  -0.7514  6.8815  -0.008
C  -0.2306  1.2780  5.6873  -0.001
C  -0.6168  3.1984  4.3033  -0.005
C  0.8557  -3.7090  0.6737  0.001
C  4.8949  -0.3791  2.6022  0.002
C  -0.1808  0.5080  4.4918  0.015
C  0.4594  -1.5162  5.7124  0.027
C  1.7994  3.1414  -3.7836  0.000
C  -0.4802  2.4060  3.1622  0.073
C  -0.4460  2.6652  5.5693  0.058
C  -0.3938  1.2790  -2.4737  0.004
C  -3.7002  0.3692  -3.8030  0.000
C  -0.5685  2.4638  -5.4835  0.000
C  0.4070  -2.5894  -0.2440  0.007
C  -2.5549  -2.9810  -0.0255  0.001
C  -4.8722  0.0961  -2.8843  0.000
C  -3.8107  -2.4681  -4.6760  0.000
C  1.4013  0.2807  -4.7926  0.000
H  -0.8630  4.2537  4.1827  -0.002
H  4.4031  1.6938  0.0183  0.000
H  4.6447  -0.9471  3.5108  0.000
H  5.0037  2.6395  1.4035  0.000
H  1.2466  -1.9677  -0.5572  0.001
H  -2.2342  -1.5714  1.5774  0.004
H  1.8032  0.5128  -5.7924  0.000
H  0.2935  1.2975  -1.6175  0.004
H  -2.3518  -1.1775  -5.5874  0.000
H  -1.0406  3.4258  -5.2290  0.000
H  0.0632  2.6427  -6.3720  0.000
H  2.1631  0.0377  0.1386  0.021
H  1.3353  4.1383  -3.7145  0.000
H  -0.4892  3.2580  6.4629  0.004
H  -3.2960  1.3667  -3.5913  0.000
H  0.6836  -0.5503  -4.8676  0.000
H  5.8500  0.1396  2.7732  0.000
H  -5.6259  0.8664  -3.0509  0.000
H  -3.4676  -3.3381  0.4498  0.000
H  -4.1394  -2.8457  -3.7020  0.000
H  1.0252  -3.3591  1.7038  0.000
H  2.5037  -1.3037  1.1995  0.006
H  -4.0465  0.3170  -4.8532  0.000
H  5.0296  -1.0921  1.7780  0.000
H  -0.1108  -2.9933  -1.1191  0.001
H  0.7121  -1.2244  7.8185  -0.001
H  0.1125  -4.5216  0.6823  0.000
H  -1.2635  -3.0670  1.7150  0.000
H  -5.3157  -0.8730  -3.1079  0.000
H  2.2298  -0.0042  -4.1261  0.000
H  2.2588  2.4158  3.6335  0.000
H  -2.8518  -2.3054  -0.8432  0.000
H  2.3711  2.9552  -2.8617  0.000
H  -0.9336  0.2975  -2.4186  0.000
H  1.7962  -4.1066  0.2669  0.000
H  -4.6291  -1.9088  -5.1395  0.000
H  -1.3529  1.7503  -5.7764  0.000
H  -1.7061  -2.2203  -4.2727  0.000
H  -0.5902  2.8017  2.1530  0.009
H  2.5084  3.1655  -4.6276  0.000
H  -4.5780  0.1165  -1.8327  0.000
H  -2.0735  -3.8663  -0.4575  0.000
H  -1.1811  2.0412  -2.3299  0.000
H  3.3508  2.9070  0.7866  0.000
H  2.5159  0.8669  4.4593  0.000
H  3.8451  2.0157  4.2921  0.000
H  -3.5730  -3.3350  -5.3025  0.000

Cartesian forces (eV/Å) of the 2 atoms listed first:
-0.1 -0.2 -0.2
-0.1 0.2 -0.1

***

Density functional theory data (ωB97M-V/def2-TZVPD) for a structure of composition CH3ErO3S at a distorted geometry.

Values from the calculation:
Gap between HOMO and LUMO (spin up / spin down) in eV: 7.320 / 7.727
Multiplicity: 5
HOMO (spin up / spin down) in hartree: -0.5011 / -0.5118
Charge: +1

Each line ends with the Löwdin spin population.
Positions of all 9 atoms, in Å:
Er  1.1574  -0.1157  0.4676  3.025
S  3.5397  1.5459  0.4245  0.585
O  3.4217  0.0109  0.6463  0.201
O  2.0435  1.9447  0.1167  0.192
O  -1.0339  -0.2926  0.5048  -0.004
C  -2.0542  -0.6879  -0.3452  0.000
H  -2.8846  0.0459  -0.3600  0.000
H  -2.4930  -1.6666  -0.0659  0.000
H  -1.6967  -0.7847  -1.3888  0.000

Cartesian forces (eV/Å) of the 2 atoms listed first:
-2.9 0.9 0.1
-1.1 -0.2 -0.3

***

Density functional theory data (ωB97M-V/def2-TZVPD) for the molecule C6H9N.

Values from the calculation:
Gap between HOMO and LUMO in eV: 8.131
HOMO in hartree: -0.2709
Charge: 0

Each line ends with the Mulliken charge.
Positions of all 16 atoms, in Å:
N  -2.3160  -0.0288  -1.6208  -0.252
C  2.6836  0.4552  2.1039  -1.300
C  -1.4396  0.0524  -0.4306  -0.167
C  1.6546  -0.0440  1.1902  0.858
C  -0.2433  -0.8925  -0.4863  -0.800
C  0.8107  -0.4430  0.4281  -0.300
C  -1.5880  1.3089  -1.2053  -0.430
H  3.6003  -0.1384  2.0267  0.296
H  -0.7438  1.3631  -1.9147  0.134
H  -1.9949  -0.6263  -2.3758  0.248
H  -3.3210  -0.0457  -1.4958  0.249
H  -0.5377  -1.9209  -0.2331  0.288
H  0.1533  -0.9088  -1.5121  0.293
H  2.9341  1.4959  1.8748  0.294
H  2.3403  0.4122  3.1424  0.293
H  -1.9927  -0.0394  0.5084  0.297

Cartesian forces (eV/Å) of the 2 atoms listed first:
-0.3 -0.2 -0.1
0.1 0.0 0.1

***

Which calculated total energy belongs to each record? In order, -218582.43122 -45677.50830 -7853.05485 eV.
Which energy above the lowest of the compared OMol25 structures with the same formula, charge and spin belongs to each record? In order, 0.000 0.000 5.105 eV.
Which molecular weight belongs to each record? In order, 677.63 262.36 95.14 g mol⁻¹.